The following is a quantum chemistry calculation of a molecular structure, C23H31Cl2N4O3Sc in a non-equilibrium geometry, from the OMol25 dataset.

Last column: Mulliken charge in e.
Positions of all 64 atoms, in Å:
1 O -1.21 -3.15 -1.43  -0.568
2 C 0.01 -3.24 -1.35  0.093
3 C 0.83 -3.86 -0.27  0.248
4 C 0.39 -3.84 1.08  0.074
5 H -0.19 -2.98 1.44  0.302
6 C 0.77 -4.88 1.94  -0.733
7 H 0.33 -4.96 2.95  0.371
8 C 1.69 -5.84 1.46  -0.206
9 H 1.92 -6.70 2.07  0.371
10 C 2.34 -5.70 0.23  -0.817
11 H 3.11 -6.40 -0.12  0.377
12 C 1.95 -4.65 -0.62  0.011
13 H 2.49 -4.38 -1.53  0.335
14 H 0.66 -2.71 -2.06  0.136
15 C 2.74 -0.80 -2.48  -1.105
16 C 2.60 -0.44 -1.08  0.516
17 H 3.30 -1.73 -2.74  0.237
18 H 3.24 0.06 -2.96  0.303
19 H 1.71 -0.87 -2.90  0.066
20 C 3.13 -1.03 -0.02  -0.354
21 C 4.54 -0.53 0.28  -1.276
22 H 2.67 -1.81 0.60  0.635
23 H 5.34 -1.16 -0.15  0.326
24 H 4.67 -0.37 1.36  0.298
25 H 4.59 0.45 -0.23  0.320
26 Sc 1.35 0.97 -0.20  0.477
27 Cl 1.76 0.31 2.08  -0.581
28 Cl 2.86 2.53 -0.94  -0.502
29 C 0.31 3.02 1.75  0.125
30 O -0.01 2.43 0.68  -0.701
31 N -0.38 4.05 2.20  0.308
32 C -1.41 4.59 1.31  -0.937
33 C 0.07 4.83 3.33  -0.895
34 H 1.16 2.67 2.35  0.365
35 H -1.67 3.82 0.58  0.206
36 H -1.03 5.47 0.78  0.321
37 H -2.27 4.89 1.91  0.335
38 H 0.71 4.21 3.98  0.310
39 H -0.78 5.18 3.91  0.291
40 H 0.65 5.71 3.02  0.326
41 H -0.69 2.80 -4.03  0.297
42 H -2.15 0.49 -5.17  0.351
43 C 0.06 1.99 -4.08  -0.822
44 C -1.21 -0.01 -4.89  -0.968
45 N -0.57 0.68 -3.79  0.222
46 H 0.88 2.20 -3.37  0.221
47 C -0.72 0.25 -2.55  -0.163
48 O -0.14 0.81 -1.58  0.136
49 H -1.42 -1.05 -4.61  0.337
50 H -1.36 -0.62 -2.38  0.380
51 H 0.45 1.93 -5.10  0.318
52 H -0.52 0.01 -5.75  0.325
53 N -5.93 0.15 -0.51  -0.529
54 C -4.99 0.18 0.21  -0.066
55 C -3.86 0.24 1.09  0.402
56 C -4.01 0.61 2.43  -0.327
57 C -2.89 0.64 3.25  -0.758
58 C -1.65 0.31 2.68  -0.363
59 N -1.51 -0.03 1.40  0.079
60 C -2.57 -0.07 0.61  -0.078
61 H -5.00 0.86 2.81  0.482
62 H -2.94 0.90 4.31  0.441
63 H -0.73 0.30 3.27  0.474
64 H -2.41 -0.38 -0.42  0.199

- E: -3020.86550 Eh
- HOMO (alpha / beta): -5.01 / -5.62 eV
- Spin multiplicity: 1
- Largest force on an atom: 4.1 eV/A
- Relative energy (zero: lowest compared OMol25 entry of this formula, charge and spin): 140.43 kcal per mole
- Gap between HOMO and LUMO (alpha / beta): 5.08 / 5.69 eV
- LUMO (alpha / beta): 0.066 / 0.066 eV